Entry 1:
{
  "formula": "C8H15NO4",
  "method": "wB97M-V/def2-TZVPD",
  "fmax_ev_per_a": 4.23,
  "lumo_ev": 0.250,
  "homo_lumo_gap_ev": 9.382,
  "e_above_lowest_kj_mol": 446.2,
  "energy_ha": -669.39624,
  "species": ["C", "C", "C", "C", "C", "C", "C", "C", "N", "O", "O", "O", "O", "H", "H", "H", "H", "H", "H", "H", "H", "H", "H", "H", "H", "H", "H", "H"],
  "positions_angstrom": [[1.458310, 2.056399, 0.441516], [1.608718, 0.789400, 0.343840], [0.569656, -2.652860, -1.425235], [-2.603950, -0.136741, 1.053737], [-1.499243, 1.266899, -0.904103], [1.738383, -2.362570, -0.508132], [2.308084, -1.014964, -0.922150], [-1.402456, 0.693645, 0.563187], [2.437836, -0.174862, 0.239020], [0.497533, -3.528185, -2.247834], [-0.487603, -1.857162, -1.310796], [-1.286465, 1.794477, 1.454711], [-0.258529, -0.083326, 0.641565], [0.578040, 2.460894, 0.755913], [2.100941, 2.979159, 0.185055], [-2.330360, -0.851223, 1.874459], [-3.494287, 0.453191, 1.228075], [-2.929335, -0.814607, 0.384938], [-1.028400, 2.237380, -1.013160], [-1.150238, 0.715681, -1.742578], [-2.481245, 1.445584, -1.070235], [2.381673, -3.130650, -0.560592], [1.436823, -2.113247, 0.610661], [3.340896, -1.140002, -1.462697], [1.533229, -0.690804, -1.532520], [3.012933, -0.383953, 1.045582], [-0.301097, -1.257242, -0.444209], [-1.914969, 1.619570, 2.196498]],
  "forces_ev_per_a": [[1.753, 2.844, -0.878], [-1.441, 0.350, 0.661], [-1.869, -0.838, -0.290], [1.225, 0.591, 1.620], [1.336, 0.438, 1.754], [-2.510, 2.530, 2.286], [3.390, -2.227, -0.081], [0.833, -0.255, -1.035], [0.407, 0.263, -0.421], [1.300, -0.530, -0.064], [0.982, 1.512, 2.382], [-1.088, 0.251, 1.030], [2.077, -0.328, 0.146], [-2.573, 0.446, 0.860], [0.013, -2.354, 0.205], [-0.030, 1.334, -0.076], [-0.015, 0.439, 0.555], [-0.840, -2.233, -3.047], [0.291, 0.218, 0.484], [0.487, -1.291, -0.150], [-3.333, 0.676, -0.723], [2.379, -2.717, 0.008], [0.001, -1.340, -2.245], [-2.055, 0.481, 0.813], [-0.618, 1.902, -1.325], [-0.005, -0.370, -0.294], [-1.069, -0.140, -1.337], [0.971, 0.347, -0.839]],
  "lowdin_charge": [0.11, -0.12, -0.57, 0.00, 0.02, -0.07, -0.15, -0.67, 0.04, 0.10, 0.05, -0.04, -0.18, 0.02, 0.13, 0.11, 0.09, 0.04, 0.08, 0.07, 0.04, 0.07, 0.17, 0.17, 0.10, 0.18, 0.09, 0.11]
}



Entry 2:
{
  "formula": "C2H2BrClO",
  "method": "wB97M-V/def2-TZVPD",
  "fmax_ev_per_a": 4.56,
  "lumo_ev": -0.118,
  "homo_lumo_gap_ev": 8.968,
  "e_above_lowest_kj_mol": 327.6,
  "energy_ha": -3186.72017,
  "species": ["C", "C", "O", "Cl", "Br", "H", "H"],
  "positions_angstrom": [[-0.143724, 0.702853, 0.901037], [-0.244307, -0.738076, -0.658956], [0.806722, 1.429169, 0.924413], [1.454746, -1.408971, -0.455820], [-0.245683, 0.646714, -1.801811], [-0.601493, 0.838276, 1.921084], [-1.026261, -1.469966, -0.829947]],
  "forces_ev_per_a": [[1.934, -0.437, 1.880], [2.149, 1.315, 3.801], [-0.872, -1.174, -1.911], [-1.591, -0.050, -0.257], [-0.259, 1.576, -3.146], [-1.522, -1.190, -0.895], [0.160, -0.039, 0.528]],
  "lowdin_charge": [-0.25, -1.04, -0.02, 0.46, 0.72, 0.12, 0.02]
}